Formula: C21H22FNO4
Source: the Open Molecules 2025 dataset
Level of theory: the ωB97M-V functional and the def2-TZVPD basis

Element x y z (Å)
1 O 4.6594 3.9590 -1.3370
2 F -0.7571 -3.1100 2.7291
3 N -2.7283 -0.4721 1.0908
4 O 6.6385 2.9132 -1.5031
5 O -4.8706 0.3594 1.6969
6 O 2.8799 -0.7591 -2.0139
7 C 5.2958 2.9449 -1.6197
8 C -3.8450 -0.5144 1.8361
9 C -1.6944 -1.2595 1.4126
10 C -3.9483 -1.3806 2.9342
11 C -2.8846 -2.2686 3.2564
12 C 0.5279 -0.5081 -1.5814
13 C -0.6050 -0.5868 -0.7706
14 C 0.8520 -1.5351 0.9786
15 C -1.7574 -2.2198 2.4649
16 C 1.8169 -0.9229 -1.1532
17 C -0.4593 -1.1595 0.5064
18 C 1.9679 -1.4526 0.1553
19 C 4.5749 1.6889 -1.9815
20 C 3.3387 -1.8038 0.6454
21 C -6.2546 1.7216 -0.8733
22 C -4.9769 0.8505 -0.8048
23 C -5.9458 2.2769 0.5077
24 C -4.7263 1.3511 0.6301
25 C 4.6541 0.5514 -0.9075
26 C 4.3567 -1.9552 -0.4846
27 C 4.2263 -0.8224 -1.4859
28 H 6.8960 3.7625 -1.1633
29 H -4.8746 -1.3912 3.5153
30 H -2.9957 -2.9726 4.0622
31 H 0.4723 -0.0993 -2.5792
32 H -1.5429 -0.2190 -1.1254
33 H 1.0209 -1.9140 1.9660
34 H 4.9930 1.3111 -2.9389
35 H 3.5382 1.9396 -2.1802
36 H 3.2946 -2.7046 1.2934
37 H 3.6949 -1.0110 1.3010
38 H -6.2803 2.4785 -1.6842
39 H -7.1676 1.1511 -0.8854
40 H -5.1498 -0.2280 -0.9266
41 H -4.1888 1.1808 -1.5163
42 H -5.6518 3.3587 0.5360
43 H -6.6896 2.1035 1.2920
44 H -3.7865 1.9176 0.7733
45 H 3.9933 0.8279 -0.0819
46 H 5.6782 0.4843 -0.6068
47 H 5.3641 -2.0088 -0.0415
48 H 4.1344 -2.8497 -1.0310
49 H 4.9121 -1.0040 -2.3064

Atoms 1-6, force components in eV/Å:
O 1.24 -1.15 -0.51
F -0.33 0.58 -0.30
N -0.81 0.17 0.67
O -0.54 -1.35 -0.59
O 0.41 0.53 -1.38
O 0.06 -0.08 -0.07

The relative energy (zero: lowest compared OMol25 entry of this formula, charge and spin) is 10.7 kcal/mol. The calculation puts the HOMO-LUMO gap at 8.4710 eV. As for the SMILES: O=C(O)CC[C@H]1CCc2cc(-c3nc(OC4CCC4)ccc3F)ccc2O1. Its largest force on an atom is 0.05559 hartree/bohr.

These are the natural (NBO) partial charges, in e, on atoms 1 to 2: atom 1 (O): -0.6016, atom 2 (F): -0.3276